Entry P
{
  "formula": "C3H3FO2Ru",
  "method": "ωB97M-V with the def2-TZVPD basis set",
  "multiplicity": 7,
  "gap_ev": [7.42, 6.63],
  "molar_mass_g_mol": 191.1,
  "homo_energy_ev": [-18.210, -19.705],
  "charge": 2,
  "lumo_energy_ev": [-10.79, -13.08],
  "species": ["Ru", "F", "O", "O", "C", "C", "C", "H", "H", "H"],
  "positions_angstrom": [[2.29, 1.35, -0.94], [0.09, -0.48, -1.11], [-0.29, 0.96, 0.62], [-2.10, -0.26, 0.14], [-1.62, 0.82, 0.67], [0.66, 0.34, -0.18], [-1.39, -1.36, -0.46], [-1.92, -2.25, -0.12], [-0.30, -1.50, -0.15], [-1.43, -1.28, -1.55]],
  "lowdin_spin": [3.824, 0.210, 0.246, 0.149, 0.770, 0.735, 0.047, 0.005, 0.011, 0.003]
}

Entry Q
{
  "formula": "C3H3FO2Ru",
  "method": "ωB97M-V with the def2-TZVPD basis set",
  "multiplicity": 7,
  "gap_ev": [7.95, 5.88],
  "molar_mass_g_mol": 191.1,
  "homo_energy_ev": [-17.797, -20.691],
  "charge": 2,
  "lumo_energy_ev": [-9.85, -14.81],
  "species": ["Ru", "F", "O", "O", "C", "C", "C", "H", "H", "H"],
  "positions_angstrom": [[-1.43, -1.28, 2.63], [0.36, -1.23, -1.79], [-0.67, -0.63, 0.75], [1.42, -0.31, 0.02], [0.58, -0.09, -1.13], [-0.56, 0.42, -0.24], [0.48, 0.17, 0.89], [1.02, 0.66, -1.79], [0.31, 1.36, 1.12], [-1.50, 0.92, -0.46]],
  "lowdin_spin": [4.818, 0.039, 0.335, 0.100, 0.048, 0.312, 0.329, 0.007, 0.009, 0.005]
}

Which of them is most stable? Easy: entry Q.